Entry 1:
{"formula": "C23H24ClN3O2Pd", "method": "ωB97M-V/def2-TZVPD", "species": ["C", "H", "C", "H", "H", "C", "H", "H", "C", "H", "H", "C", "C", "Cl", "H", "H", "C", "C", "C", "C", "C", "H", "H", "H", "N", "C", "H", "H", "C", "H", "H", "O", "C", "C", "C", "N", "H", "O", "C", "C", "H", "C", "H", "N", "H", "C", "H", "C", "H", "C", "H", "H", "C", "Pd"], "positions_angstrom": [[-3.04537, 1.64388, 3.65757], [-1.50368, -3.35436, -2.01948], [1.92569, 0.01624, -2.55621], [2.27208, -0.81390, 2.80428], [5.26415, -0.81834, -2.79784], [-2.59191, -0.66372, -2.27974], [1.27915, -0.54031, 4.26285], [2.93731, 1.51646, 2.64906], [-3.35398, 0.43012, -2.66346], [-2.64235, 2.50327, -0.09502], [0.05994, 1.82238, 4.98712], [1.98696, 1.78617, 3.10785], [-3.39817, 1.56262, -1.86551], [5.05593, -1.50011, -5.55558], [0.54961, -1.22993, 2.79066], [-2.57467, -1.54603, -2.90420], [3.88359, -0.92163, -4.39978], [-2.04189, 1.90328, 4.58309], [-1.85073, -0.64697, -1.10189], [-1.50812, -2.40692, 0.52360], [1.28662, -0.52190, 3.16551], [-2.29033, 2.27179, 5.56930], [-1.72889, -1.68153, 1.30261], [-4.08253, 1.79680, 3.92529], [0.97615, 0.82622, 2.65801], [4.23870, -0.66615, -3.11443], [-2.40898, -3.01539, 0.35237], [1.70981, 2.78518, 2.77749], [-2.66825, 1.59957, -0.69051], [-0.31937, -2.15122, -2.59385], [0.12925, -3.30629, -1.33708], [1.00363, 0.43555, -1.79496], [-2.72683, 1.19129, 2.39267], [-0.37712, 1.18463, 2.99594], [1.61555, -0.26128, -3.93271], [-0.98151, 0.61529, 0.76534], [4.88969, -0.14643, -0.75711], [3.21257, 0.38908, 0.17330], [3.80464, 0.02808, -0.85315], [-0.71453, 1.65783, 4.24960], [-0.71462, -3.06500, 0.88293], [-1.38492, 0.99562, 2.01547], [2.28206, -0.91458, -5.84286], [-1.06309, -1.73995, -0.68951], [-3.51003, 0.98577, 1.67703], [3.29181, -0.20225, -2.16566], [2.11116, 1.78478, 4.19725], [-0.68276, -2.68548, -1.71820], [-3.91816, 0.39308, -3.58628], [-1.87982, 0.51611, -0.30492], [0.59238, -0.08843, -4.24269], [-3.97855, 2.42445, -2.16672], [2.55030, -0.71323, -4.81330], [1.03240, 0.53580, 0.37644]], "forces_ev_per_a": [[0.00, -0.01, -0.02], [-0.01, 0.01, 0.00], [0.01, 0.04, 0.00], [0.00, 0.00, 0.00], [-0.01, 0.00, 0.00], [-0.04, 0.03, -0.01], [0.00, -0.01, 0.00], [0.00, 0.00, -0.01], [0.02, -0.03, 0.02], [0.00, 0.00, 0.03], [0.01, 0.00, 0.00], [0.02, 0.03, -0.03], [-0.02, 0.02, -0.02], [-0.03, 0.01, 0.02], [-0.01, -0.01, -0.01], [-0.01, 0.01, -0.01], [0.00, 0.00, -0.02], [0.02, 0.00, 0.00], [0.08, -0.08, 0.06], [0.05, 0.03, -0.01], [0.00, 0.02, 0.02], [0.00, 0.00, 0.00], [-0.01, 0.02, 0.03], [0.00, 0.00, 0.00], [0.03, -0.04, 0.01], [0.02, 0.00, -0.01], [0.00, 0.00, -0.01], [0.00, 0.00, 0.00], [0.04, 0.02, 0.01], [0.03, 0.01, -0.01], [-0.01, 0.00, 0.00], [-0.03, -0.06, 0.01], [-0.04, 0.01, 0.01], [0.00, 0.04, 0.01], [0.01, 0.00, 0.01], [-0.01, -0.02, 0.03], [0.00, 0.00, 0.00], [-0.04, -0.01, 0.04], [-0.01, 0.00, -0.06], [-0.02, -0.03, 0.02], [0.00, 0.01, 0.00], [0.03, 0.02, -0.04], [0.00, 0.00, 0.00], [-0.07, 0.04, -0.02], [0.00, 0.01, -0.02], [0.02, -0.01, 0.06], [-0.01, 0.00, 0.00], [0.02, 0.01, 0.01], [0.01, 0.00, -0.01], [-0.09, -0.05, -0.06], [0.00, 0.00, 0.00], [0.00, 0.00, 0.01], [0.00, 0.00, -0.01], [0.03, -0.01, -0.06]], "lowdin_charge": [-0.08, 0.09, -0.37, 0.09, 0.11, -0.02, 0.09, 0.08, -0.08, 0.12, 0.11, -0.08, -0.09, 0.63, 0.08, 0.10, -0.68, -0.07, -0.20, -0.07, -0.07, 0.10, 0.07, 0.11, -0.29, -0.08, 0.09, 0.10, -0.03, 0.08, 0.09, -0.13, -0.01, -0.20, -0.02, 0.02, 0.12, -0.11, -0.21, -0.02, 0.09, -0.22, 0.10, -0.20, 0.11, -0.13, 0.08, -0.09, 0.10, -0.23, 0.11, 0.10, -0.10, 0.87], "homo_lumo_gap_ha": [0.273, 0.202], "charge": 0, "spin_multiplicity": 3}

***

Entry 2:
{"formula": "C23H24CoN5O4", "method": "ωB97M-V/def2-TZVPD", "species": ["H", "H", "C", "N", "H", "C", "H", "C", "H", "H", "C", "C", "C", "H", "H", "H", "H", "O", "C", "H", "C", "C", "N", "C", "O", "H", "H", "C", "C", "N", "C", "H", "H", "C", "N", "Co", "C", "H", "O", "O", "H", "H", "C", "C", "H", "H", "C", "C", "N", "C", "C", "H", "H", "H", "C", "C", "H"], "positions_angstrom": [[-1.32474, 1.68171, -1.92320], [2.11439, 0.93060, 4.42217], [1.99613, 1.17606, 2.41227], [2.37900, 1.52382, 3.65462], [-1.15478, 0.92043, -6.57796], [1.36768, -4.51120, -0.54186], [3.22844, 2.65306, 1.44059], [0.93459, -0.43322, -2.90219], [-1.02467, -4.59083, 1.83980], [-3.37262, 3.23097, 4.44638], [0.11828, -2.59053, 0.43169], [-1.43998, 3.43873, 1.66887], [-0.96106, 1.17778, -3.98312], [1.48885, 2.87462, 1.28818], [3.03536, 0.64208, -0.17562], [1.17156, -7.83225, 0.08953], [2.39424, -6.21878, -1.33216], [0.81791, -1.79603, -0.31118], [2.22710, 1.35617, -0.01821], [1.65657, -1.08323, -2.42531], [-2.80154, 2.90523, 3.58746], [1.64229, -5.86830, -0.63584], [-0.84374, -2.21077, 1.23318], [2.28491, 2.12162, 1.27685], [1.40880, 0.11992, 2.19300], [-0.53987, -7.01743, 1.68214], [-2.22575, 4.90045, 2.97705], [-0.00390, -6.31550, 1.05515], [-1.09743, 4.46375, -0.43871], [0.18711, 0.31087, -2.07687], [-0.17783, 0.40671, -4.84886], [-3.15840, 0.81926, 3.90935], [1.89717, -3.79371, -1.15375], [0.40493, -4.04961, 0.34821], [-0.94814, -0.83215, 1.20034], [0.47011, 0.13090, 0.03376], [-1.30290, 2.07150, 1.32962], [-0.55040, 3.70803, -1.00177], [-0.62500, 1.74716, 0.25803], [-0.77767, 4.40431, 0.94678], [-2.17087, 4.32382, -0.59222], [-2.38391, -0.96592, 2.62921], [-0.27977, -4.96147, 1.14924], [-1.93487, 1.13103, 2.18193], [-0.81855, 5.45962, -0.77821], [2.03769, 1.97584, -0.89080], [0.95724, -6.77293, 0.16157], [-2.16749, 3.83894, 2.76921], [-0.34123, 0.46956, -6.20133], [-2.68311, 1.56663, 3.28392], [-0.74253, 1.09884, -2.62711], [-1.73572, 1.83056, -4.36494], [2.82250, 2.40494, 3.83609], [0.09831, -0.22058, -6.78230], [-1.78961, -0.30219, 2.00139], [0.79934, -0.41310, -4.27011], [1.43755, -1.03577, -4.88392]], "forces_ev_per_a": [[0.01, -0.03, -0.04], [0.00, 0.02, 0.02], [-0.03, -0.06, -0.04], [0.03, -0.01, -0.02], [-0.02, -0.01, 0.00], [0.01, -0.01, 0.00], [0.06, -0.04, 0.00], [-0.03, 0.00, 0.00], [0.01, 0.00, -0.01], [0.00, -0.01, -0.01], [-0.09, 0.14, -0.06], [-0.04, 0.01, 0.12], [-0.01, 0.02, -0.01], [0.02, 0.02, 0.01], [-0.01, -0.03, 0.05], [0.00, 0.02, 0.00], [-0.01, 0.00, 0.01], [0.04, -0.16, 0.10], [0.26, 0.18, 0.01], [-0.01, 0.00, 0.00], [0.00, -0.04, 0.00], [0.01, 0.01, -0.01], [0.12, -0.02, -0.11], [-0.12, 0.04, -0.03], [-0.05, 0.00, -0.03], [0.01, 0.00, -0.01], [0.00, -0.01, 0.01], [0.00, 0.01, 0.00], [0.03, 0.05, -0.04], [-0.01, -0.10, -0.05], [0.00, -0.02, 0.04], [0.00, 0.01, 0.00], [-0.01, 0.00, 0.01], [-0.02, -0.01, 0.03], [0.03, -0.10, 0.08], [-0.15, 0.03, 0.00], [-0.05, -0.07, 0.05], [-0.02, 0.05, 0.01], [-0.02, -0.07, 0.02], [0.01, 0.01, -0.06], [-0.02, -0.01, 0.00], [-0.01, 0.01, 0.01], [0.00, -0.01, 0.00], [0.00, -0.03, -0.01], [0.01, 0.02, 0.00], [-0.01, -0.04, -0.01], [0.00, -0.02, 0.00], [0.03, 0.05, -0.04], [0.04, 0.04, -0.03], [0.00, 0.03, -0.01], [-0.01, 0.05, 0.09], [0.01, -0.01, -0.01], [-0.02, 0.01, 0.01], [-0.01, -0.01, 0.00], [0.04, 0.08, -0.02], [-0.01, 0.01, -0.01], [-0.02, 0.01, 0.00]], "lowdin_charge": [0.10, 0.12, -0.51, 0.19, 0.10, -0.03, 0.12, -0.11, 0.10, 0.10, -0.43, -0.24, -0.01, 0.11, 0.07, 0.10, 0.10, -0.13, -0.11, 0.11, -0.10, -0.09, 0.08, -0.17, 0.03, 0.10, 0.12, -0.09, -0.07, 0.00, -0.32, 0.11, 0.11, -0.14, -0.06, 0.80, -0.27, 0.07, -0.17, -0.10, 0.10, 0.13, -0.03, -0.13, 0.09, 0.06, -0.10, -0.01, 0.12, -0.06, -0.10, 0.11, 0.11, 0.10, -0.06, 0.00, 0.11], "homo_lumo_gap_ha": [0.281, 0.241], "charge": 0, "spin_multiplicity": 5, "de_lowest_kj_mol": 30.3}